(1)
An isolated ion of composition C6H13BrN3 and charge +1. Source: the Open Molecules 2025 dataset; level of theory: wB97M-V/def2-TZVPD.

HOMO-LUMO gap	9.320	eV
highest occupied orbital energy	-13.948	eV
SMILES	CC(C)N/N=C\[N+](C)=C\Br
charge	+1
calculated total energy	-80937.020	eV
energy above the lowest of the compared OMol25 structures with the same formula, charge and spin	0.00	kcal/mol

The geometry in XYZ format:
```
23
C6H13BrN3 wB97M-V/def2-TZVPD
C 1.962 -2.025 0.114
C 0.909 -1.078 0.689
C 0.112 -1.735 1.804
N -0.013 -0.676 -0.383
N 0.543 -0.044 -1.442
C 0.072 1.108 -1.701
N -0.874 1.641 -0.884
C -1.111 3.071 -0.814
C -1.400 0.806 0.082
Br -3.058 -0.069 -0.286
H 2.469 -1.569 -0.732
H 2.698 -2.242 0.882
H 1.510 -2.961 -0.205
H 1.397 -0.164 1.041
H -0.669 -1.080 2.181
H 0.776 -1.975 2.629
H -0.342 -2.662 1.460
H -0.638 -1.445 -0.649
H 0.472 1.687 -2.516
H -0.545 3.568 -1.597
H -2.173 3.276 -0.952
H -0.799 3.464 0.156
H -1.298 1.104 1.121
```

Results of the Löwdin charge analysis, in e, for atoms 1 through 8:
1 C -0.04
2 C -0.39
3 C -0.04
4 N -0.02
5 N 0.08
6 C -0.09
7 N -0.20
8 C 0.00

***

(2)
A 2-piece molecular cluster, C6H13BrN3 overall. Source: the Open Molecules 2025 dataset; level of theory: wB97M-V/def2-TZVPD.

HOMO-LUMO gap (alpha / beta)	6.028 / 6.790	eV
highest occupied orbital energy (alpha / beta)	-8.698 / -13.516	eV
charge	+1
calculated total energy	-80930.756	eV
⟨S²⟩	2.009
multiplicity	3

The geometry in XYZ format:
```
23
C6H13BrN3 wB97M-V/def2-TZVPD
C -2.592 1.783 -1.335
C -2.996 0.933 -0.590
C 1.292 0.837 0.610
C 2.392 1.802 0.248
C -0.109 -2.558 -0.164
C -0.960 -1.460 -0.813
N 0.311 0.721 -0.292
N 1.334 0.219 1.766
N -0.763 -0.214 -0.131
Br -4.108 0.045 0.518
H -1.958 2.523 -1.757
H 0.461 0.845 -1.244
H 1.879 2.718 -0.094
H 3.146 1.307 -0.447
H 3.117 2.068 0.959
H -0.325 -3.521 -0.517
H 0.985 -2.626 -0.493
H -0.261 -2.402 0.989
H -2.074 -1.541 -0.690
H -0.651 -1.346 -1.872
H 2.176 0.542 2.421
H 0.767 -0.466 2.122
H -1.061 -0.210 0.806
```

Results of the Löwdin charge analysis, in e, for atoms 1 through 8:
1 C 0.06
2 C -0.76
3 C -0.48
4 C -0.03
5 C -0.05
6 C -0.21
7 N 0.13
8 N 0.13